{
  "formula": "C3H7NO",
  "method": "wB97M-V/def2-TZVPD",
  "de_lowest_kcal_mol": 118.9,
  "homo_ev": -8.8,
  "gap_ev": 9.53,
  "total_energy_ha": -248.3370,
  "elements": ["O", "N", "C", "C", "C", "H", "H", "H", "H", "H", "H", "H"],
  "positions_angstrom": [[1.6242, -0.4281, -0.0370], [-0.5942, 0.1827, -0.0045], [0.6401, 0.4356, -0.1274], [-1.6435, 0.9597, -0.1226], [1.2672, -1.7967, 0.1904], [-2.2095, 0.9472, -1.0536], [2.2021, -2.3535, 0.2560], [-2.1735, 1.2733, 0.7762], [0.6574, -2.1619, -0.6414], [0.2618, 2.1047, -0.4410], [0.7004, -1.8801, 1.1225], [-0.5464, 2.3767, -0.4531]],
  "mulliken_charge": [-0.392, -0.239, 0.225, -0.478, -0.607, 0.292, 0.218, 0.279, 0.290, 0.080, 0.290, 0.043]
}

---

{
  "formula": "C6H19NO4",
  "method": "wB97M-V/def2-TZVPD",
  "smiles": "C=CC(N)=C(C)C.O.O.O.O",
  "de_lowest_kcal_mol": 69.3,
  "homo_ev": -7.8,
  "gap_ev": 7.75,
  "total_energy_ha": -595.6486,
  "elements": ["O", "O", "O", "O", "N", "C", "C", "C", "C", "C", "C", "H", "H", "H", "H", "H", "H", "H", "H", "H", "H", "H", "H", "H", "H", "H", "H", "H", "H", "H"],
  "positions_angstrom": [[-0.2983, 1.8564, -3.1184], [-2.3394, -0.8113, 2.6803], [0.9619, 0.0747, 2.7274], [-0.5582, 2.5426, 1.5083], [-1.2995, 0.0138, -0.1328], [1.4036, 1.3058, -0.2669], [-0.3491, -3.0657, -0.3841], [1.0387, -0.0076, -0.8585], [-0.1308, -0.6197, -0.6436], [2.0016, -0.6468, -1.8613], [-0.3796, -1.9997, -1.1622], [1.1894, 0.9205, 3.1547], [-0.8888, 2.2454, 2.3598], [1.5798, -1.1944, -2.7333], [2.0504, 1.8922, -0.9495], [-0.4355, -4.0753, -0.7957], [-1.7045, -0.0839, 2.7682], [-1.1025, 0.8307, 0.4671], [-1.8110, -0.5859, 0.5094], [0.5764, 2.0244, -0.1317], [-0.6514, -2.0945, -2.1986], [-1.6733, -1.5102, 2.8315], [-0.7128, 1.6668, -2.2598], [-0.3068, -3.0378, 0.6939], [1.8012, -0.1843, 2.3347], [0.2023, 3.1156, 1.6164], [2.5975, 0.1023, -2.3618], [0.2324, 1.0438, -3.1276], [2.4536, -1.4801, -1.2962], [1.9206, 1.2078, 0.6672]],
  "mulliken_charge": [-0.662, -0.674, -0.565, -0.645, -0.460, -1.148, -0.727, 0.269, 0.973, -1.752, -0.631, 0.301, 0.261, 0.366, 0.391, 0.292, 0.268, 0.139, 0.394, 0.229, 0.416, 0.347, 0.372, 0.220, 0.279, 0.317, 0.449, 0.325, 0.392, 0.263]
}

---

{
  "formula": "C30H37Cl22F5N5O4",
  "method": "wB97M-V/def2-TZVPD",
  "charge": 1,
  "homo_ev": -11.6,
  "gap_ev": 7.56,
  "total_energy_ha": -12362.6146,
  "elements": ["Cl", "Cl", "Cl", "Cl", "Cl", "Cl", "Cl", "Cl", "Cl", "Cl", "Cl", "Cl", "Cl", "Cl", "Cl", "Cl", "Cl", "Cl", "Cl", "Cl", "Cl", "Cl", "F", "F", "F", "F", "F", "O", "O", "O", "O", "N", "N", "N", "N", "N", "C", "C", "C", "C", "C", "C", "C", "C", "C", "C", "C", "C", "C", "C", "C", "C", "C", "C", "C", "C", "C", "C", "C", "C", "C", "C", "C", "C", "C", "C", "H", "H", "H", "H", "H", "H", "H", "H", "H", "H", "H", "H", "H", "H", "H", "H", "H", "H", "H", "H", "H", "H", "H", "H", "H", "H", "H", "H", "H", "H", "H", "H", "H", "H", "H", "H", "H"],
  "positions_angstrom": [[3.1762, -1.7546, -9.7224], [-1.5143, -3.4563, 6.9094], [4.8650, -1.3925, -7.3771], [3.6672, 3.8623, -2.1175], [3.8525, 4.0399, -5.0188], [1.8345, 5.5807, -3.5915], [4.2770, -4.8364, -14.1159], [2.3061, -2.8176, -14.8394], [1.9819, 6.0360, 3.8299], [-0.7640, 4.8346, -1.3590], [-0.6962, -7.0490, 3.0971], [-4.6129, 3.6555, 0.8429], [1.8221, 5.2443, -0.0831], [-0.2022, 7.3359, 0.0236], [1.7965, 5.8584, 6.7311], [1.3307, -8.7874, 1.9340], [-0.6460, -4.3934, 4.2919], [-0.0361, 7.5768, 5.2572], [3.5990, 0.9122, -8.6299], [2.5627, -3.6748, -12.0676], [-3.2336, -5.2136, 5.3476], [-0.8978, -9.9372, 3.4157], [-0.1505, -2.2710, -5.2735], [-3.3071, -1.5352, -0.5226], [1.7525, -1.2794, -4.0939], [0.9904, -0.2975, -6.1366], [-4.0424, 0.6455, -0.1006], [-2.1604, 4.1981, 1.9028], [4.0449, 1.5495, 5.6539], [1.0171, -3.4186, -1.8045], [2.5611, 2.0681, 7.4843], [0.5270, 0.1933, 1.3606], [-1.4157, 0.0159, 3.3394], [0.0635, -1.9523, 0.4154], [-1.8983, -0.2446, 0.9435], [-0.7388, -2.9665, -0.0522], [0.5115, -0.9874, -4.8870], [-3.6898, -1.4194, 3.3432], [0.3417, 2.4436, 2.8670], [-1.4935, -3.7071, 1.0203], [-0.8120, 1.5461, -4.5569], [-2.9474, 1.7394, 2.5659], [-0.4977, -0.7800, 0.8212], [1.3635, 1.7279, 3.9257], [-0.2988, 1.4478, 1.7221], [-2.7993, -0.1431, -0.2056], [2.9206, 2.1580, 6.0591], [-2.4669, 1.8827, -2.2425], [3.4349, -0.8099, -8.2459], [-1.1423, -0.5502, -2.5951], [1.6064, 6.9151, 5.3217], [-2.1329, -1.2005, 3.7216], [-1.5597, -4.7994, 5.7546], [-1.8318, 2.4597, -3.6528], [0.4847, 6.0220, -0.9468], [3.4266, -3.3753, -13.5853], [-0.3850, -8.6224, 2.3442], [-0.4951, 0.0225, -4.0229], [3.4770, 4.9190, -3.5270], [2.0068, 2.9146, 4.8985], [-1.7794, 0.7259, 2.0658], [-3.0717, 3.1873, 1.8365], [0.1172, -5.5550, -0.7419], [-0.1325, 2.2740, 0.3173], [-2.1179, 0.3575, -1.6490], [0.1424, -3.9105, -0.8884], [0.1603, 1.5337, -0.5737], [0.8744, 3.3981, 2.4574], [-2.9487, 1.9678, 3.7387], [-0.3436, 1.9957, -5.5434], [-4.3490, -0.7838, 4.1059], [-1.3020, 0.6311, 4.1670], [-1.5265, -2.1467, 3.3178], [-2.3061, -2.9427, 1.4457], [4.1797, 5.7507, -3.4312], [-2.0584, -1.3113, 4.9103], [0.4061, -5.8295, 0.3692], [-0.9672, -8.6835, 1.4211], [4.1668, -2.5903, -13.4111], [-3.9845, -2.5404, 3.5200], [2.6406, 3.6970, 4.2948], [-0.8577, -1.6472, -2.3162], [0.9065, -0.3569, 2.1579], [2.2682, 1.2240, 3.3530], [-0.8105, -4.0171, 1.9238], [1.0954, 3.5255, 5.3689], [2.5634, -0.9368, -7.5987], [-3.9890, 1.1812, 2.3913], [1.1130, -2.0669, 0.4690], [2.3091, 7.7467, 5.4175], [-3.1707, 2.5976, -1.6079], [-2.1404, -4.6173, 0.5989], [-4.0161, -1.1260, 2.2585], [2.8018, 1.1177, 7.7616], [-1.0731, 2.8560, -0.0487], [0.8068, 0.9827, 4.6585], [-0.9974, -5.9460, -0.9112], [0.7686, -6.1097, -1.5489], [-0.5760, 2.8435, 3.5183], [-1.0931, -5.6707, 6.2213], [0.8752, 6.4473, -1.8749], [-2.0762, 3.5466, -4.0120], [0.7591, 3.0682, 0.3198]],
  "mulliken_charge": [-0.078, -0.120, -0.131, -0.098, -0.094, -0.162, -0.115, -0.114, -0.057, 0.060, -0.015, -0.152, -0.128, -0.122, -0.108, -0.119, -0.194, -0.118, -0.139, -0.123, -0.104, -0.119, -0.235, -0.345, -0.231, -0.284, -0.251, -0.418, -0.564, -0.521, -0.465, -0.854, -0.286, 0.027, 1.878, 0.354, 0.850, -0.868, -0.656, -0.229, -0.614, -0.310, -1.359, -0.394, 1.685, 1.154, 0.293, -0.473, 0.546, -0.089, -0.076, 0.714, -0.126, -0.548, 0.017, 0.095, -0.023, 0.063, 0.013, -0.117, -1.516, 0.126, -0.875, -0.106, -0.262, 0.492, 0.068, 0.051, 0.419, 0.357, 0.326, 0.639, -0.726, 0.117, 0.335, 0.353, 0.175, 0.293, 0.264, 0.249, 0.171, 0.225, 0.552, 0.272, -0.177, 0.328, -0.191, 0.482, 0.427, 0.376, 0.326, 0.354, 0.123, 0.371, -0.467, 0.160, 0.294, 0.324, 0.168, 0.470, 0.272, 0.415, -0.056]
}

---

{
  "formula": "C24H71N13O9",
  "method": "wB97M-V/def2-TZVPD",
  "smiles": "COC[C@H](C)N.COC[C@H](C)N.COC[C@H](C)N.COC[C@H](C)N.COC[C@H](C)N.NC(N)=O.NC(N)=O.NC(N)=O.NC(N)=O",
  "de_lowest_kcal_mol": 162.8,
  "homo_ev": -8.7,
  "gap_ev": 8.85,
  "total_energy_ha": -2345.8432,
  "elements": ["O", "O", "O", "O", "O", "O", "O", "O", "O", "N", "N", "N", "N", "N", "N", "N", "N", "N", "N", "N", "N", "N", "C", "C", "C", "C", "C", "C", "C", "C", "C", "C", "C", "C", "C", "C", "C", "C", "C", "C", "C", "C", "C", "C", "C", "C", "H", "H", "H", "H", "H", "H", "H", "H", "H", "H", "H", "H", "H", "H", "H", "H", "H", "H", "H", "H", "H", "H", "H", "H", "H", "H", "H", "H", "H", "H", "H", "H", "H", "H", "H", "H", "H", "H", "H", "H", "H", "H", "H", "H", "H", "H", "H", "H", "H", "H", "H", "H", "H", "H", "H", "H", "H", "H", "H", "H", "H", "H", "H", "H", "H", "H", "H", "H", "H", "H", "H"],
  "positions_angstrom": [[-0.7443, -5.0253, 1.5473], [6.6936, 4.1471, -5.7294], [-3.6276, -2.1619, -3.3055], [7.2515, -2.0026, 4.0759], [-0.8396, -0.2765, 0.3626], [-9.1851, 1.3881, 2.9190], [1.5314, -0.9451, -3.7640], [-0.1623, -0.1409, 4.6955], [-6.4333, 1.5511, -2.6134], [4.2342, 4.8276, -4.7909], [-5.5203, -0.4142, -2.2948], [-6.2150, 0.7739, 3.2855], [-4.6668, 0.7306, -3.8481], [0.8466, -3.5036, 1.4613], [-1.2383, -2.9313, 1.0032], [-0.4748, -0.6610, -4.8851], [-1.6218, 2.2164, 5.3051], [-3.5707, -3.3954, -1.4541], [-2.6098, -4.1367, -3.1025], [0.8390, 0.9551, -4.4959], [2.2166, -0.7954, 0.8386], [5.6623, -1.4149, 1.5639], [-5.6489, 0.6759, -2.9650], [8.0306, 3.7586, -5.8784], [-2.0787, 2.6494, 3.0483], [-1.7304, 1.5650, 4.0309], [-3.2662, -3.1429, -2.6591], [3.8887, 2.9600, -3.4069], [0.2758, 0.0771, -0.4597], [4.8951, 3.8527, -4.0007], [8.5525, -2.2684, 4.4859], [1.7011, 0.3770, 0.1676], [-8.1653, 1.2845, 1.9149], [5.4621, -2.4653, 2.4967], [-0.3844, -3.8698, 1.3148], [6.6567, -2.9816, 3.3039], [-0.4147, 0.8607, 3.7901], [-6.6693, 1.5916, 2.1659], [5.9570, 3.2431, -4.9023], [0.6994, -0.3053, -4.3604], [-10.4339, 0.9374, 2.6407], [-2.1228, -0.1508, -0.2008], [-1.0026, -1.2792, 4.6493], [4.9086, -3.6293, 1.6814], [2.7821, 0.8484, -0.8557], [-5.6758, 1.4104, 0.9396], [-2.6573, -4.9204, -2.4671], [-1.6474, -1.2737, 3.7704], [3.7518, 4.0763, -5.2630], [-6.5655, 2.6132, 2.5316], [8.1691, 3.2563, -6.8358], [-1.0613, -0.0310, -5.4135], [4.4256, 2.1766, -2.8720], [-1.0143, -2.0332, 0.5989], [-3.4136, -4.3460, -1.1510], [8.7526, 4.5750, -5.8627], [-10.3647, -0.0216, 3.1540], [-2.4132, 0.8862, -0.0317], [6.2168, -0.6948, 2.0046], [0.4209, 1.5602, 3.8133], [-1.6830, 3.6275, 3.3221], [3.3365, 3.5027, -2.6396], [7.3391, -3.2862, 2.5104], [-4.1112, -0.1128, -3.8391], [-4.4783, 1.4379, -4.5440], [1.7009, 1.4371, -4.2845], [-8.4294, 1.8921, 1.0494], [-5.7732, 2.3589, 0.4116], [-7.1031, 0.5708, 3.7216], [-8.0349, 0.2638, 1.5552], [1.5260, -4.2199, 1.6743], [0.3029, -0.7812, -1.1310], [4.1178, -3.4012, 0.9667], [6.4232, 2.4062, -4.3824], [-0.3781, -2.1721, 4.6221], [3.2224, -0.7338, 0.9060], [3.6504, 1.0598, -0.2317], [8.7709, -1.3904, 5.0938], [-5.8647, -0.1246, 2.9852], [0.0436, 1.4463, -4.8783], [-3.1649, 2.7371, 3.0251], [-2.0929, -4.1375, -3.9702], [-1.6433, 1.5897, 6.0968], [8.3411, 3.0306, -5.1289], [-2.1328, -3.3825, 0.8746], [1.9228, -0.7498, 1.8039], [-2.5943, 0.9041, 3.9596], [-2.9534, -0.6294, 0.3180], [1.5541, 1.2212, 0.8412], [6.4180, -3.8730, 3.8840], [-6.2223, -0.7288, -1.6403], [6.1779, -1.8495, 0.8120], [2.4116, 1.7518, -1.3403], [-10.5667, 0.8286, 1.5643], [9.2338, -2.3071, 3.6360], [3.0029, 0.0791, -1.5957], [5.4869, 2.6465, -5.6841], [1.1691, -2.5467, 1.4377], [-1.8570, 2.4822, 1.9943], [3.3660, 2.4420, -4.2110], [-4.6925, 1.3321, 1.4034], [-5.7180, 0.5531, 0.2677], [5.7554, -4.0068, 1.1082], [4.7126, -2.1650, 3.2290], [-4.0665, -2.7171, -0.8936], [4.5690, -4.5209, 2.2084], [-2.0865, -0.3944, -1.2626], [5.3437, 4.4987, -3.2460], [4.9971, 5.1697, -5.3575], [-11.2791, 1.4951, 3.0440], [-0.6160, -1.6605, -4.9174], [-1.5831, -1.3504, 5.5691], [-0.2667, 0.5459, 2.7571], [-0.0628, 0.8239, -1.1779], [-0.7129, 2.6408, 5.4234], [-4.6815, -0.9564, -2.4451], [8.7719, -3.1849, 5.0337]],
  "mulliken_charge": [-0.796, -0.370, -0.759, -0.297, 0.081, -0.385, -0.661, -0.419, -0.709, -0.775, -0.197, -0.633, -0.278, -0.102, -0.045, -0.415, -0.768, -0.296, -0.402, -0.326, -0.546, -0.500, 0.543, -0.753, -1.393, 0.955, 0.759, -1.234, -1.017, 0.250, -0.779, 0.355, -1.036, 0.569, 0.474, -1.097, -0.323, 0.566, -0.779, 0.813, -0.678, -1.163, -0.597, -1.551, -1.734, -0.753, 0.111, 0.195, 0.317, 0.251, 0.278, 0.154, 0.296, 0.149, 0.182, 0.263, 0.258, 0.235, 0.250, 0.290, 0.406, 0.469, 0.359, 0.174, 0.166, 0.226, 0.470, 0.460, 0.260, 0.352, 0.110, 0.408, 0.343, 0.483, 0.253, -0.090, 0.528, 0.248, 0.243, 0.117, 0.201, 0.219, 0.299, 0.331, 0.119, 0.443, 0.257, 0.309, 0.109, 0.383, 0.274, 0.267, 0.389, 0.327, 0.337, 0.383, 0.287, 0.164, 0.234, 0.028, -0.037, 0.114, 0.439, 0.279, 0.119, 0.432, 0.578, 0.457, 0.416, 0.215, 0.180, 0.270, -0.176, 0.635, 0.276, 0.124, 0.308]
}